{
  "formula": "C4H8P4S",
  "method": "wB97M-V/def2-TZVPD",
  "smiles": "[PH2]#[PH]c1cscc1[PH]#[PH2]",
  "charge": 0,
  "gap_ev": 9.03,
  "e_above_lowest_ev": 0.0000,
  "symbols": ["P", "P", "C", "C", "S", "C", "C", "P", "P", "H", "H", "H", "H", "H", "H", "H", "H"],
  "coordinates": [[-0.981, -3.395, 0.476], [-1.208, -1.429, -0.549], [0.357, -0.497, -0.161], [1.593, -0.824, -0.574], [2.841, 0.171, -0.063], [1.614, 1.251, 0.711], [0.414, 0.726, 0.556], [-1.040, 1.605, 1.124], [-1.202, 3.049, -0.596], [-1.867, -4.051, -0.410], [-1.896, -2.995, 1.393], [-0.668, -1.853, -1.769], [1.787, -1.790, -1.058], [1.925, 2.219, 1.085], [-0.436, 2.489, 1.984], [-1.323, 1.801, -1.346], [0.090, 3.522, -0.802]],
  "nbo_charge": [0.027, 0.297, -0.360, -0.397, 0.419, -0.346, -0.393, 0.351, 0.004, 0.001, -0.016, -0.022, 0.242, 0.239, -0.033, 0.003, -0.018]
}

***

{
  "formula": "C24H28N4O5",
  "method": "wB97M-V/def2-TZVPD",
  "charge": 0,
  "gap_ev": 4.73,
  "e_above_lowest_ev": 6.2009,
  "symbols": ["O", "O", "O", "O", "O", "N", "C", "C", "C", "C", "C", "C", "C", "C", "C", "C", "C", "C", "C", "C", "C", "C", "C", "N", "N", "C", "C", "C", "C", "C", "C", "C", "N", "H", "H", "H", "H", "H", "H", "H", "H", "H", "H", "H", "H", "H", "H", "H", "H", "H", "H", "H", "H", "H", "H", "H", "H", "H", "H", "H", "H"],
  "coordinates": [[-2.868, -2.671, -2.162], [8.230, -1.678, 0.702], [2.150, 0.401, 2.784], [5.403, 2.030, -1.024], [2.601, -1.539, 3.719], [-4.312, -1.148, -1.400], [-3.086, -1.785, -1.345], [7.426, -0.791, 0.463], [2.824, -0.654, 2.867], [5.435, 0.848, -1.341], [-4.629, -0.228, -0.516], [-0.895, -2.147, -0.215], [-0.008, -1.928, 0.919], [-3.684, 0.142, 0.572], [-2.099, -1.471, -0.300], [-0.350, -1.027, 1.898], [-2.444, -0.454, 0.698], [-6.886, -0.040, -1.628], [-6.401, 1.483, 0.175], [-8.148, 0.543, -1.783], [-7.666, 2.062, 0.018], [-5.975, 0.413, -0.645], [-8.547, 1.602, -0.965], [5.859, 0.533, -2.570], [6.204, -1.123, 0.051], [7.845, 0.654, 0.622], [-9.905, 2.228, -1.134], [6.040, -0.805, -3.134], [3.842, -0.991, 1.769], [4.252, 0.201, 0.883], [-0.962, 1.229, 1.744], [5.063, -0.273, -0.343], [-1.522, -0.134, 1.819], [-0.633, -2.903, -0.953], [0.896, -2.522, 1.045], [-3.979, 0.881, 1.304], [0.306, -0.976, 2.771], [-6.626, -0.860, -2.294], [-5.770, 1.904, 0.949], [-8.819, 0.163, -2.547], [-7.963, 2.881, 0.666], [6.110, 1.325, -3.141], [6.046, -2.117, 0.062], [8.782, 0.686, 1.174], [7.987, 1.104, -0.357], [7.086, 1.202, 1.176], [-10.221, 2.188, -2.181], [-10.641, 1.692, -0.527], [-9.890, 3.276, -0.822], [6.833, -1.331, -2.597], [5.113, -1.376, -3.065], [6.327, -0.727, -4.184], [3.405, -1.760, 1.127], [4.735, -1.411, 2.238], [3.356, 0.701, 0.514], [4.833, 0.907, 1.475], [-0.203, 1.376, 2.526], [-1.740, 1.989, 1.858], [-0.466, 1.376, 0.778], [4.381, -0.917, -0.896], [-2.033, -0.232, 2.700]],
  "nbo_charge": [-0.521, -0.640, -0.823, -0.625, -0.765, -0.458, 0.606, 0.674, 0.756, 0.665, 0.286, -0.031, -0.247, -0.261, -0.208, 0.019, 0.193, -0.149, -0.178, -0.221, -0.228, -0.058, 0.030, -0.611, -0.620, -0.714, -0.637, -0.418, -0.513, -0.391, -0.429, -0.129, -0.400, 0.257, 0.274, 0.220, 0.319, 0.245, 0.201, 0.221, 0.218, 0.407, 0.410, 0.243, 0.232, 0.233, 0.224, 0.231, 0.222, 0.211, 0.193, 0.214, 0.181, 0.225, 0.221, 0.218, 0.295, 0.220, 0.248, 0.203, 0.454]
}

***

{
  "formula": "C16H19ClN6O5S",
  "method": "wB97M-V/def2-TZVPD",
  "charge": 0,
  "gap_ev": 7.77,
  "symbols": ["Cl", "N", "N", "N", "N", "O", "O", "O", "O", "O", "S", "C", "C", "C", "C", "C", "C", "C", "C", "N", "N", "C", "C", "C", "C", "C", "C", "C", "C", "H", "H", "H", "H", "H", "H", "H", "H", "H", "H", "H", "H", "H", "H", "H", "H", "H", "H", "H"],
  "coordinates": [[2.331, 2.120, -0.061], [0.843, -1.239, 4.104], [1.354, -0.066, 4.318], [-1.664, 5.109, -0.311], [-2.292, 4.878, 2.077], [1.075, -4.051, -0.735], [-1.384, 0.445, -3.156], [-1.540, 0.149, -0.432], [0.964, -3.807, -3.518], [0.655, -1.090, -4.512], [-2.865, 5.729, 0.726], [0.569, -0.089, 2.288], [0.372, -1.333, 2.809], [0.999, 2.929, 0.705], [0.764, 2.810, 2.084], [0.195, 3.710, -0.125], [-0.367, 3.454, 2.612], [-0.920, 4.339, 0.422], [-1.226, 4.228, 1.784], [1.184, 0.685, 3.186], [-0.848, -2.230, 0.811], [-0.225, -2.528, 2.115], [1.720, 2.038, 2.979], [-0.129, -1.890, -0.453], [0.156, -3.111, -1.337], [-0.461, -0.415, -2.489], [-1.117, -0.957, -1.201], [0.765, -2.662, -2.683], [-0.085, -1.605, -3.406], [1.383, -4.709, -1.381], [-1.798, 1.035, -2.516], [-1.771, -0.142, 0.477], [1.104, -3.497, -4.424], [0.359, -0.152, -4.694], [0.266, 0.223, 1.297], [0.451, 3.859, -1.173], [-0.544, 3.383, 3.695], [-1.547, -2.945, 0.614], [-1.022, -2.961, 2.735], [0.531, -3.321, 2.056], [1.809, 2.534, 3.950], [2.707, 1.960, 2.505], [0.788, -1.357, -0.240], [-0.768, -3.663, -1.595], [0.456, 0.100, -2.183], [-1.974, -1.573, -1.500], [1.752, -2.218, -2.427], [-1.005, -2.106, -3.799]],
  "nbo_charge": [0.015, -0.229, -0.059, -0.529, -0.557, -0.734, -0.732, -0.748, -0.732, -0.739, 0.821, -0.092, 0.055, -0.025, -0.059, -0.194, -0.183, 0.072, 0.154, -0.184, -0.656, -0.237, -0.235, -0.103, 0.090, 0.061, 0.099, 0.062, 0.061, 0.493, 0.496, 0.504, 0.491, 0.494, 0.229, 0.245, 0.237, 0.375, 0.219, 0.207, 0.244, 0.233, 0.216, 0.167, 0.171, 0.161, 0.176, 0.180]
}

***

{
  "formula": "CH5ClN2P",
  "method": "wB97M-V/def2-TZVPD",
  "smiles": "NC(=[NH2+])PCl",
  "charge": 1,
  "gap_ev": 10.12,
  "e_above_lowest_ev": 0.0383,
  "symbols": ["N", "C", "N", "P", "Cl", "H", "H", "H", "H", "H"],
  "coordinates": [[1.384, 0.620, 0.174], [0.256, 0.084, -0.087], [0.239, -1.163, -0.454], [-1.450, 0.924, -0.240], [-2.743, -0.428, 0.292], [2.271, 0.095, 0.142], [1.225, 1.580, 0.225], [0.993, -1.839, -0.426], [-0.688, -1.685, -0.505], [-1.486, 1.811, 0.879]],
  "nbo_charge": [-0.704, 0.291, -0.739, 0.568, -0.169, 0.444, 0.425, 0.429, 0.436, 0.020]
}